Model one:
# C3H5ClOS

A 2-piece molecular cluster, C3H5ClOS overall (ωB97M-V with the def2-TZVPD basis set, OMol25).

Last columns: bonded neighbours and bond lengths (Å).
Atoms and positions in Å:
1 C 1.75331 -0.88765 -0.82990  C2 1.267, C3 1.461, H4 1.087
2 C 0.82614 -1.23690 -0.04038  C1 1.267, C3 1.486, H5 1.070
3 C 1.61196 -0.03761 0.34961  C1 1.461, C2 1.486, H6 1.104, H7 1.030
4 H 2.39661 -1.16696 -1.66024  C1 1.087
5 H -0.06546 -1.77445 0.20449  C2 1.070
6 H 2.49744 -0.20518 0.98715  C3 1.104
7 H 1.33574 0.95329 0.40999  C3 1.030
8 O -2.78683 2.09625 0.10315  S9 1.670, H11 1.046
9 S -1.88290 0.87306 -0.58662  O8 1.670, Cl10 2.070
10 Cl -2.92533 -0.84151 -0.07782  S9 2.070
11 H -2.76069 2.22764 1.14055  O8 1.046

gap between HOMO and LUMO: 9.20 eV
structure (SMILES): C1=CC1.OSCl
total charge: 0

Quick look at the Mulliken charges, all values in e:
1. C -0.14
2. C -0.42
3. C -0.54
4. H 0.34
5. H 0.37
6. H 0.17
7. H 0.24
8. O -0.47
9. S 0.26
10. Cl -0.16
11. H 0.35

Model two:
# C3H5ClOS

A 2-piece molecular cluster, C3H5ClOS overall (ωB97M-V with the def2-TZVPD basis set, OMol25).

Last columns: bonded neighbours and bond lengths (Å).
Atoms and positions in Å:
1 C 0.17406 -0.00157 0.02798  C3 1.433, S5 1.806, H8 1.133
2 C 2.70569 -0.05189 -0.35913  C3 1.410, H9 1.080, H10 1.041
3 C 1.45904 -0.63059 -0.04613  C1 1.433, C2 1.410, H11 1.161
4 O -2.30237 0.77993 0.41016  S5 1.561
5 S -1.45838 -0.51879 0.60124  C1 1.806, O4 1.561
6 Cl -5.07875 0.18799 -0.08068  H7 1.362
7 H -3.81798 0.52007 0.31490  Cl6 1.362
8 H 0.06516 1.10214 -0.20327  C1 1.133
9 H 3.62877 -0.61102 -0.38468  C2 1.080
10 H 2.92513 0.95135 -0.52976  C2 1.041
11 H 1.69962 -1.72762 0.24937  C3 1.161

gap between HOMO and LUMO (alpha / beta): 7.24 / 7.91 eV
total charge: 0

Quick look at the Mulliken charges, all values in e:
1. C -0.28
2. C -0.81
3. C 0.23
4. O -0.55
5. S 0.40
6. Cl -0.38
7. H 0.34
8. H 0.27
9. H 0.25
10. H 0.31
11. H 0.21

Model three:
# C3H5ClOS

One molecule with the formula C3H5ClOS (ωB97M-V with the def2-TZVPD basis set, OMol25).

Last columns: bonded neighbours and bond lengths (Å).
Atoms and positions in Å:
1 C -1.65768 -0.11334 1.16822  S2 1.836, H7 1.168, H8 1.150, H9 0.998
2 S -0.98246 -0.03797 -0.53721  C1 1.836, C3 1.794
3 C 0.79192 -0.01137 -0.27163  S2 1.794, Cl4 1.751, C5 1.581, H10 1.144
4 Cl 1.36933 -1.50678 0.43401  C3 1.751
5 C 1.46187 0.34235 -1.65985  C3 1.581, O6 1.215, H11 1.051
6 O 2.37150 -0.28256 -2.16871  C5 1.215
7 H -0.97459 -0.84220 1.77262  C1 1.168
8 H -2.76564 -0.30113 0.92596  C1 1.150
9 H -1.59024 0.79487 1.57709  C1 0.998
10 H 0.97842 0.69283 0.61085  C3 1.144
11 H 0.99758 1.26531 -1.85136  C5 1.051

gap between HOMO and LUMO: 9.59 eV
structure (SMILES): CS[C@@H](Cl)C=O
total charge: 0

Quick look at the Mulliken charges, all values in e:
1. C -0.76
2. S -0.05
3. C -0.07
4. Cl -0.16
5. C 0.01
6. O -0.44
7. H 0.24
8. H 0.27
9. H 0.33
10. H 0.30
11. H 0.34

Taking the most stable structure as the zero point, the relative energies in eV are model one 2.553; model two 1.398; model three 0.000.